Entry from the OMol25 dataset: 2 unconnected molecules or ions with the total composition C2H8N2S (ωB97M-V with the def2-TZVPD basis set).

As for the spin multiplicity: 1. The total energy is -16013.764 eV. The HOMO energy (spin up / spin down) comes out at -7.453 / -7.310 eV. The calculation puts the energy relative to the best compared isomer or geometry (same formula, charge and spin) at 5.032 eV. The value obtained for the LUMO energy (spin up / spin down) is 0.74 / 0.39 eV.

The geometry in XYZ format:
```
13
Properties=species:S:1:pos:R:3:forces:R:3
S -2.113570 -0.736935 -0.254197 0.0234 -0.8553 1.0495
N -1.522174 0.596196 0.515907 0.4756 0.1527 1.5916
N -1.758896 1.877681 0.110616 -0.1897 -0.2382 -0.2058
C 0.970686 -1.046331 -0.474973 -3.8984 2.5963 -3.8893
C 0.956053 -0.058075 0.561507 -0.5067 2.4476 -0.9350
H 1.039761 -0.516378 -1.557534 0.0199 -1.3316 2.3450
H -2.327091 2.388674 0.799055 0.4364 -0.3536 -0.5556
H -1.576495 -1.574637 0.777719 -1.0575 0.9343 -1.4076
H -0.102078 -1.567113 -0.561570 2.0794 0.6907 0.0066
H 0.867994 1.036308 0.375507 0.2025 -1.1927 -0.0076
H -2.041354 2.008239 -0.850154 -0.2886 0.1217 -0.0914
H 1.664748 -1.771667 -0.395397 2.4109 -2.4884 0.3360
H 1.240247 -0.316042 1.525142 0.2928 -0.4833 1.7636
```
Forces are in eV/Å.



Entry from the OMol25 dataset: 2 unconnected molecules or ions with the total composition C2H8N2S2 (ωB97M-V with the def2-TZVPD basis set).

As for the spin multiplicity: 2. The total energy is -26854.050 eV. Its total charge is -1. The HOMO energy (spin up / spin down) comes out at -0.469 / -3.654 eV. The calculation puts the energy relative to the best compared isomer or geometry (same formula, charge and spin) at 0.219 eV. The value obtained for the LUMO energy (spin up / spin down) is 3.27 / 3.24 eV.

The geometry in XYZ format:
```
14
Properties=species:S:1:pos:R:3:forces:R:3
S 0.510486 1.949933 4.207075 -0.5775 1.3853 1.5221
S 1.118932 0.418816 2.601874 0.7018 -1.4863 -1.5241
N -1.391669 0.820615 -0.041121 -0.2692 0.2796 0.0484
N -0.087707 -0.914605 -0.770556 0.0702 0.1511 -0.1317
C 0.570910 -1.581033 -1.876296 -0.3202 0.2667 0.6652
C -1.020803 0.048187 -0.978666 -0.1765 0.1300 0.1049
H 0.432407 -0.775619 0.099680 -0.0247 -0.1947 -0.0418
H 0.090312 -1.271063 -2.799003 -0.0257 -0.0638 -0.2064
H 0.460232 -2.658593 -1.756414 0.2869 -0.0916 -0.2128
H 0.060329 0.686956 1.831801 -0.0500 0.0776 0.0359
H -2.107338 1.462665 -0.360258 -0.0289 0.0019 -0.0229
H 1.614823 -1.279873 -1.908773 0.2180 -0.2286 -0.1591
H -1.449262 0.092185 -1.989732 0.1787 -0.1862 -0.0186
H 1.198349 3.001429 3.740388 0.0170 -0.0411 -0.0590
```
Forces are in eV/Å.



Entry from the OMol25 dataset: 2 unconnected molecules or ions with the total composition C2H8N2S2 (ωB97M-V with the def2-TZVPD basis set).

As for the spin multiplicity: 1. The total energy is -26849.101 eV. The HOMO energy (spin up / spin down) comes out at -8.630 / -8.490 eV. The calculation puts the energy relative to the best compared isomer or geometry (same formula, charge and spin) at 5.343 eV. The value obtained for the LUMO energy (spin up / spin down) is -1.70 / -1.24 eV.

The geometry in XYZ format:
```
14
Properties=species:S:1:pos:R:3:forces:R:3
S 1.302489 1.396030 0.840380 -2.0421 0.1136 -1.2697
S -0.876421 -1.656251 -0.538682 -0.6706 0.7292 -0.0495
N 1.196438 -0.117975 0.443803 -0.6337 0.4008 1.3155
N 0.088526 1.884810 1.735767 0.6570 -0.7883 0.9111
C -1.899627 -0.141845 -0.565714 0.0840 -1.4019 -1.7897
C 0.790930 2.573520 -0.543263 3.2116 -0.5743 0.2108
H -0.118371 1.190830 2.473425 0.1951 0.3070 -0.3123
H 0.257992 3.274136 -0.004349 -1.4427 1.3039 0.7446
H -2.842420 -0.151893 -0.090410 -0.6139 -0.2558 1.2118
H 0.303325 2.066272 -1.325978 -0.7766 -0.7345 -0.6628
H -1.244535 0.599276 -0.288730 1.2630 1.7169 1.7854
H 1.614450 -0.511032 -0.363448 0.9504 0.0782 -0.8555
H -2.111753 0.267382 -1.538721 -0.1322 -0.6579 -1.1385
H 1.694700 3.061462 -0.921166 -0.0495 -0.2371 -0.1012
```
Forces are in eV/Å.



Entry from the OMol25 dataset: 2 unconnected molecules or ions with the total composition C2H8N2S2 (ωB97M-V with the def2-TZVPD basis set).

As for the spin multiplicity: 1. Its SMILES is [H]/N=C\N.CSS. The total energy is -26853.290 eV. The HOMO energy comes out at -8.803 eV. The calculation puts the energy relative to the best compared isomer or geometry (same formula, charge and spin) at 1.154 eV. The value obtained for the LUMO energy is 0.09 eV.

The geometry in XYZ format:
```
14
Properties=species:S:1:pos:R:3:forces:R:3
S -0.548403 1.179910 1.332194 -0.9471 -0.6474 -0.2454
S -1.884433 0.269072 -0.048513 0.1971 -0.0837 0.1119
N 1.258646 -0.438031 -0.874802 0.5450 -0.0308 0.9920
N 0.929156 -0.212843 -3.218244 -1.0163 -0.4283 0.5466
C -0.638438 -0.154376 2.578002 0.4204 -0.3275 -0.3276
C 1.060645 0.275067 -2.060788 0.9346 1.4514 1.2219
H 1.184507 1.389925 -1.854560 -0.0520 -1.2793 -0.8223
H -0.248283 -1.126539 2.269804 0.6183 0.2648 -0.6429
H 0.590877 -1.093636 -0.511246 -0.3499 -0.4172 -0.7523
H 0.781784 -1.223001 -3.041194 0.3917 0.2565 -0.6441
H 1.570457 0.082069 -0.055080 -0.1844 0.2841 -0.7599
H -2.484089 1.303745 -0.672733 0.2881 0.1623 0.4598
H -1.656717 -0.484428 2.833676 0.1860 1.1706 0.6182
H 0.084291 0.233071 3.323482 -1.0315 -0.3753 0.2442
```
Forces are in eV/Å.



Entry from the OMol25 dataset: 2 unconnected molecules or ions with the total composition C2H8N2S2 (ωB97M-V with the def2-TZVPD basis set).

As for the spin multiplicity: 1. The total energy is -26850.722 eV. The HOMO energy comes out at -8.578 eV. The calculation puts the energy relative to the best compared isomer or geometry (same formula, charge and spin) at 3.722 eV. The value obtained for the LUMO energy is 0.74 eV.

The geometry in XYZ format:
```
14
Properties=species:S:1:pos:R:3:forces:R:3
S 0.639371 -2.112467 0.940775 -0.9157 0.8106 -0.5526
S 0.596991 1.070325 1.842639 -0.3326 -2.0721 -0.0963
N 0.481585 1.115867 -1.295685 1.4875 -1.6739 -1.2215
N -0.023781 0.023660 -0.605515 0.2615 0.3081 -2.5486
C -1.429348 -0.150703 -0.567477 -0.1439 0.6432 -2.3178
C 0.709312 -0.324989 0.484201 6.4340 1.4402 -0.1412
H 2.098467 -0.085713 -0.054975 -4.0546 -0.7828 1.9060
H -1.464214 -1.027386 -0.005389 -1.4957 -1.3948 1.1416
H -1.871815 -0.329489 -1.620691 0.7101 0.3570 1.6884
H -1.817749 0.741859 -0.109544 -1.0997 0.1302 0.4011
H 1.514859 -2.114079 1.926413 0.3942 0.3546 0.3926
H 0.603069 0.932562 -2.280527 -0.0982 -0.2387 0.0534
H 0.189823 2.036103 -1.166991 -1.2387 1.4548 1.0832
H -0.226569 0.224450 2.512767 0.0918 0.6636 0.2118
```
Forces are in eV/Å.



Entry from the OMol25 dataset: 2 unconnected molecules or ions with the total composition C2H8N3 (ωB97M-V with the def2-TZVPD basis set).

As for the spin multiplicity: 1. The total energy is -6665.994 eV. Its total charge is +1. The HOMO energy comes out at -14.632 eV. The calculation puts the energy relative to the best compared isomer or geometry (same formula, charge and spin) at 2.635 eV. The value obtained for the LUMO energy is -5.38 eV.

The geometry in XYZ format:
```
13
Properties=species:S:1:pos:R:3:forces:R:3
N -1.416666 0.848463 -0.887109 0.1013 -0.7458 0.3130
N 1.416861 -0.156632 0.384561 0.3169 -0.4834 0.2408
N -0.636955 -1.173665 0.864410 -0.5926 0.2385 -0.2927
C 0.494889 -0.767446 1.241721 0.7920 -0.2872 0.2207
C -0.238610 0.958066 -1.402717 -0.6493 0.6173 -0.0837
H 0.867593 -0.918992 2.252329 -0.0916 0.2685 0.1915
H 2.328641 -0.114889 0.835143 -0.1948 0.4837 0.0264
H -1.620511 -0.027382 -0.336216 -0.0354 -0.3297 -1.1540
H 0.297821 1.902623 -1.330891 -0.3716 0.1743 -0.8857
H 1.584537 -0.702239 -0.447250 -0.3112 -0.1233 -0.3435
H -2.089833 1.599236 -0.806503 0.6438 0.6530 0.8499
H 0.140462 0.144207 -2.015681 0.5061 -0.3445 1.0027
H -1.128232 -1.591350 1.648203 -0.1137 -0.1214 -0.0854
```
Forces are in eV/Å.



Entry from the OMol25 dataset: a gas-phase ion, C2H8N3 (charge +2) (ωB97M-V with the def2-TZVPD basis set).

As for the spin multiplicity: 2. The total energy is -6652.222 eV. Its total charge is +2. The HOMO energy (spin up / spin down) comes out at -21.695 / -21.542 eV. The calculation puts the energy relative to the best compared isomer or geometry (same formula, charge and spin) at 1.499 eV. The value obtained for the LUMO energy (spin up / spin down) is -10.59 / -15.36 eV.

The geometry in XYZ format:
```
13
Properties=species:S:1:pos:R:3:forces:R:3
N 0.585030 0.648694 -0.338284 -0.8203 0.5318 -1.0051
N 1.028874 -1.574703 0.140012 -0.9807 1.2683 1.6159
N -1.200099 -0.751691 0.405139 0.4297 -0.2489 0.2455
C -0.318884 1.863493 -0.459215 1.7071 -1.0392 0.6607
C 0.123487 -0.506490 0.080437 0.3643 -3.0155 0.4588
H -1.545664 -1.600224 -0.065069 -0.1434 0.3998 -0.2353
H 0.623413 -2.388362 0.625812 0.0851 -0.2448 -0.6058
H 1.525274 0.546367 -0.742688 0.0899 1.0553 0.0935
H -1.066902 1.645895 -1.226129 -0.1160 -0.0795 -0.2503
H -1.327782 -0.959276 1.408746 -0.0230 0.4966 -0.1690
H 2.047240 -1.528372 0.327035 -0.0889 0.3561 -0.7511
H -0.805320 1.898970 0.511949 -0.3140 0.3708 0.0764
H 0.331333 2.705699 -0.667746 -0.1898 0.1492 -0.1342
```
Forces are in eV/Å.



Entry from the OMol25 dataset: a molecular structure, C2H8N3O (ωB97M-V with the def2-TZVPD basis set).

As for the spin multiplicity: 1. The total energy is -8721.406 eV. Its total charge is -1. The HOMO energy comes out at -3.625 eV. The calculation puts the energy relative to the best compared isomer or geometry (same formula, charge and spin) at 0.774 eV. The value obtained for the LUMO energy is 4.38 eV.

The geometry in XYZ format:
```
14
Properties=species:S:1:pos:R:3:forces:R:3
O 0.410623 0.529378 -0.538647 0.3249 1.1244 -0.9836
N -2.142621 0.316330 1.828992 0.9654 -0.4921 -0.2036
N -0.090559 -0.732348 1.450969 -0.4842 -0.3536 1.3337
N 1.666624 0.735938 -2.538284 -1.4708 -0.2275 0.0670
C -1.202151 -0.510618 2.199923 1.1502 0.3130 -1.0194
C 0.531164 0.009614 -1.790758 1.0170 0.3246 0.3357
H 0.658038 -1.295462 1.876762 -0.9107 0.3472 -0.0642
H 1.220757 1.652334 -2.572734 0.5193 0.1925 -0.2196
H -1.251816 -1.054259 3.153979 -0.0886 -0.0082 0.1618
H -2.777060 0.390537 2.588080 -0.9551 -0.0212 0.7268
H -0.390282 0.162661 -2.398892 0.4167 -0.0442 -0.0121
H 0.778389 -1.068050 -1.817986 -0.0541 0.0483 0.0999
H 0.157902 -0.008904 0.434343 -0.1025 -0.9428 -0.3367
H 2.430990 0.872850 -1.875748 -0.3273 -0.2603 0.1142
```
Forces are in eV/Å.



| no. | F_max (eV Å⁻¹) |
| --- | --- |
| 1 | 6.09 |
| 2 | 2.24 |
| 3 | 3.27 |
| 4 | 2.11 |
| 5 | 6.59 |
| 6 | 1.25 |
| 7 | 3.07 |
| 8 | 1.57 |